1.
DFT (ωB97M-V with the def2-TZVPD basis set) results for a 40-piece molecular cluster, H80O40 overall in a non-equilibrium geometry.

Each line ends with the Löwdin charge.
CARTESIAN COORDINATES (ANGSTROEM)
1 O -2.140 0.683 -4.318  -0.0309
2 O 3.158 -4.341 -3.443  -0.0438
3 O 3.206 -1.784 -4.554  -0.0842
4 O 0.792 -3.971 -2.508  -0.0656
5 O 0.757 -1.772 -1.111  -0.0797
6 O 1.398 3.893 1.001  -0.1410
7 O -1.995 -1.660 1.865  -0.0367
8 O 3.986 -5.562 0.982  -0.0647
9 O 3.712 1.680 -1.663  -0.0869
10 O 1.458 2.113 -2.887  -0.0453
11 O -4.491 3.057 -1.394  -0.0620
12 O 3.206 4.084 2.779  -0.1038
13 O -1.835 4.173 0.926  -0.1419
14 O 2.581 -4.130 2.980  -0.0844
15 O 1.657 -0.045 5.333  -0.1948
16 O 3.504 -2.664 0.399  -0.1006
17 O -1.699 -2.616 -3.731  -0.0633
18 O -4.104 2.432 1.321  0.0575
19 O -1.164 4.472 -2.451  -0.0047
20 O -1.143 -5.929 -0.353  -0.1318
21 O 0.388 -0.553 -3.689  -0.0788
22 O -4.046 -0.437 0.261  -0.0577
23 O 1.702 6.350 -0.200  -0.0974
24 O 1.597 5.724 -2.697  -0.0521
25 O 0.417 -6.385 1.619  0.0170
26 O 1.262 1.629 0.073  -0.0673
27 O -3.792 5.678 -0.440  -0.1020
28 O 0.208 -3.777 1.443  -0.0837
29 O -5.495 -0.562 2.304  0.0108
30 O 1.665 1.305 3.277  -0.0591
31 O 4.357 -0.239 1.242  -0.0785
32 O 3.725 -1.059 -1.466  -0.0799
33 O -2.566 -1.904 -1.051  -0.0994
34 O -0.691 1.014 2.182  -0.0968
35 O -1.348 0.272 -0.357  -0.0919
36 O 1.204 -1.821 3.236  0.0305
37 O -3.919 0.599 -2.390  -0.0954
38 O -0.072 3.864 2.979  -0.1011
39 O -2.135 1.892 3.960  -0.0118
40 O -3.007 -3.804 0.870  -0.0358
41 H 2.925 -3.767 3.790  0.0555
42 H 1.196 6.500 0.615  0.0580
43 H 4.408 0.120 0.309  0.0474
44 H 0.012 -3.099 0.766  0.0433
45 H 1.754 0.873 -0.186  0.0124
46 H 3.984 -1.917 0.758  -0.0098
47 H -0.555 -5.231 -0.813  0.0333
48 H 0.107 -3.232 -2.337  0.0601
49 H -4.509 2.625 -0.545  0.0069
50 H 0.368 -4.786 -2.334  0.0177
51 H -0.637 5.291 -2.761  0.0931
52 H 1.561 -0.893 4.680  0.0758
53 H 4.617 -4.842 0.899  0.0335
54 H 1.713 3.104 1.405  -0.0046
55 H 3.086 -4.046 2.082  0.0586
56 H -2.445 -4.569 1.104  0.0664
57 H -0.974 4.285 -1.643  -0.1055
58 H -2.631 3.571 1.317  0.1013
59 H -6.301 -0.765 2.083  -0.0581
60 H -3.524 5.780 -1.380  0.0524
61 H -2.285 -2.868 -4.427  0.0434
62 H -0.617 -5.965 0.540  -0.0025
63 H 0.315 1.362 -0.246  0.0770
64 H 0.774 1.371 -2.950  0.0704
65 H 3.928 -0.043 -1.453  0.0661
66 H -2.419 -2.400 1.500  -0.0561
67 H 3.515 2.262 -0.908  0.0547
68 H 3.867 -2.487 -0.515  0.0400
69 H 0.457 -1.272 -1.892  0.0043
70 H -1.578 1.192 3.675  -0.0151
71 H 0.998 -0.236 6.203  0.1562
72 H 1.639 -2.546 3.094  -0.1050
73 H 0.981 -0.812 -4.423  0.0672
74 H -1.410 -0.625 0.245  0.1053
75 H 1.747 -1.905 -0.990  0.0618
76 H -4.567 2.657 2.058  0.0503
77 H 3.149 -1.059 -2.180  -0.0133
78 H -1.978 1.472 -4.768  0.0283
79 H 3.196 -4.498 -2.515  0.0188
80 H -0.330 3.035 3.242  -0.0653
81 H 3.698 0.301 1.800  0.0939
82 H 2.797 1.688 -2.096  0.0145
83 H 1.556 5.336 -0.146  0.0554
84 H 2.312 4.544 2.824  0.0561
85 H -2.013 -1.623 -3.636  0.0844
86 H -3.217 -0.847 0.439  -0.0131
87 H -4.810 -0.918 1.739  -0.0069
88 H -0.503 -0.227 -3.991  0.0257
89 H -3.987 0.159 -1.574  -0.0413
90 H 3.397 -5.613 0.186  0.0640
91 H 3.612 -1.650 -5.409  0.0323
92 H 0.159 0.516 2.461  0.0805
93 H 0.390 3.997 1.074  0.0630
94 H -3.602 1.709 1.486  -0.0015
95 H -4.135 0.515 0.422  0.0465
96 H -2.354 -1.495 2.750  0.0904
97 H -2.208 5.133 0.799  0.1028
98 H 2.043 2.142 3.209  -0.0206
99 H 2.294 -3.977 -3.544  -0.0146
100 H -4.313 1.598 -2.380  0.1145
101 H -0.897 3.976 2.300  0.0622
102 H -0.353 1.271 1.343  -0.0184
103 H 1.342 -6.240 1.513  0.0427
104 H 1.105 2.985 -2.979  0.0294
105 H -3.557 3.238 -1.719  0.0949
106 H -2.030 -2.485 -1.665  0.0632
107 H -0.924 -0.223 -1.008  -0.0396
108 H -4.453 4.910 -0.381  0.0620
109 H 1.215 -3.963 1.294  0.0858
110 H 3.514 4.445 1.899  0.0654
111 H 1.509 1.137 4.238  0.0165
112 H 1.586 6.191 -1.891  -0.0529
113 H -2.624 0.737 -3.481  -0.0062
114 H -0.016 -5.608 1.799  -0.0322
115 H 0.395 -1.791 2.737  0.0333
116 H -2.172 2.094 4.845  0.0072
117 H 3.560 -2.753 -4.462  0.0737
118 H -3.283 -1.601 -1.702  0.0948
119 H 2.467 5.305 -2.838  0.0653
120 H -3.424 -3.748 0.025  0.0417

Net charge ... 0
2S+1 ... 1
Total energy ... -83194.933 eV

2.
DFT (ωB97M-V with the def2-TZVPD basis set) results for a 40-piece molecular cluster, H80O40 overall in a non-equilibrium geometry.

Each line ends with the Löwdin charge.
CARTESIAN COORDINATES (ANGSTROEM)
1 O -2.280 -2.790 0.080  0.0107
2 O 0.217 -1.171 -2.757  -0.0968
3 O 2.049 4.200 2.700  -0.1460
4 O 1.471 4.262 0.348  -0.1626
5 O 2.837 1.502 1.640  -0.1211
6 O 2.406 -2.836 0.434  -0.0480
7 O -1.882 -3.084 5.665  -0.0344
8 O -2.739 3.939 -2.859  -0.1099
9 O -4.704 1.931 -3.479  -0.1600
10 O 5.125 0.190 -4.375  0.0593
11 O 1.514 3.384 -3.653  -0.0970
12 O -5.223 3.883 -1.733  -0.1038
13 O -5.952 -0.369 0.781  -0.0094
14 O -2.490 0.445 1.781  -0.0526
15 O 5.302 -2.983 2.496  0.0450
16 O -3.808 2.538 1.272  -0.0710
17 O -0.892 1.312 -3.357  -0.0717
18 O -2.222 5.024 0.868  -0.1351
19 O 5.239 2.106 -1.461  -0.0589
20 O -1.679 -3.895 -3.779  0.0598
21 O 1.126 -4.219 4.415  0.0748
22 O -3.304 -5.593 -0.797  0.0137
23 O -2.619 -0.456 -0.709  -0.0171
24 O 1.933 -5.332 -1.610  0.0272
25 O -1.820 -4.911 2.602  -0.1217
26 O -3.804 0.415 4.108  -0.0128
27 O -1.903 3.275 3.598  -0.0775
28 O 2.920 0.099 -5.171  0.0172
29 O -2.077 1.011 -6.423  -0.1518
30 O 2.112 -0.263 4.470  -0.1617
31 O 3.978 4.102 0.298  -0.0612
32 O 3.266 -0.877 -0.971  -0.0517
33 O 4.528 -2.398 -2.654  -0.0229
34 O 4.943 -0.483 1.164  -0.1348
35 O 0.308 -1.263 5.778  -0.0792
36 O 0.799 0.084 -0.416  -0.0570
37 O -0.586 -0.033 3.510  -0.0715
38 O 0.264 -3.165 1.595  -0.0340
39 O -3.850 -0.715 -3.915  -0.0997
40 O -0.061 2.208 0.933  -0.0229
41 H 4.865 -3.139 3.294  0.0203
42 H 5.455 2.081 -2.356  0.0037
43 H 1.650 -4.870 4.080  0.0144
44 H -3.209 1.878 0.742  0.0903
45 H -3.916 -5.113 -1.153  -0.0750
46 H 2.694 -0.151 -1.143  0.0267
47 H 2.180 -4.494 -1.879  -0.0233
48 H -4.616 4.436 -2.341  0.0872
49 H 0.326 -4.059 4.141  -0.0760
50 H 2.302 4.541 1.745  0.0359
51 H -6.203 -1.222 0.799  -0.0357
52 H 3.670 -0.385 -0.260  -0.0036
53 H -1.461 -4.140 2.012  0.0248
54 H -1.095 -3.339 -3.328  -0.0086
55 H -2.218 -0.127 1.069  0.0185
56 H -1.898 3.393 -3.004  0.0508
57 H 2.422 3.973 -0.021  0.0650
58 H -2.915 1.367 -6.053  0.0207
59 H -2.973 -0.891 -3.618  -0.0285
60 H -5.701 1.704 -3.182  0.1474
61 H 0.891 1.012 -0.207  0.0142
62 H 0.268 -2.164 5.920  -0.0198
63 H -2.045 -3.612 0.529  0.0298
64 H -1.330 1.488 -5.764  0.1095
65 H 2.479 -1.925 0.174  -0.0090
66 H -1.850 0.491 2.429  -0.0656
67 H -0.017 -0.315 -3.148  -0.0112
68 H 1.031 -3.054 0.977  -0.0173
69 H 4.918 -0.036 -5.177  -0.0555
70 H 2.320 -0.274 -4.556  0.0307
71 H 0.475 -1.324 -1.789  0.0590
72 H 2.385 2.974 -3.942  0.0633
73 H 4.996 -0.471 -3.821  -0.0696
74 H 0.202 3.065 0.964  -0.0589
75 H -2.110 -1.176 -0.432  -0.0410
76 H -2.030 -2.360 4.981  0.0801
77 H 1.953 -1.292 4.334  0.0967
78 H -0.234 -0.227 4.381  -0.0054
79 H -2.569 -5.603 -1.459  0.0775
80 H 2.977 2.495 1.858  0.0489
81 H 2.881 -3.299 -0.376  0.1301
82 H 3.099 -0.260 -5.966  -0.0008
83 H 4.292 4.875 -0.240  0.1135
84 H 3.876 -1.846 -2.974  -0.0355
85 H -0.234 1.896 -2.822  0.1029
86 H 2.917 -0.004 3.837  0.0973
87 H -1.680 2.546 2.963  -0.0136
88 H 1.401 3.759 -4.575  0.0770
89 H 4.277 3.449 -0.396  0.0454
90 H -4.249 0.128 -3.387  0.0746
91 H -3.664 1.014 3.375  -0.0052
92 H 0.736 -3.482 2.287  -0.0522
93 H -2.033 3.974 0.874  0.0601
94 H -0.776 2.191 1.629  0.0394
95 H -3.158 -2.791 -0.040  -0.0051
96 H -1.118 2.976 4.194  0.1031
97 H 5.875 -0.647 1.669  0.1480
98 H -4.866 3.876 -0.785  0.0880
99 H 4.741 -2.940 1.841  -0.0795
100 H 4.901 0.502 1.020  0.0302
101 H -2.378 -3.697 5.200  -0.0183
102 H 2.309 -5.970 -2.139  0.0046
103 H -2.938 5.042 1.542  0.0310
104 H -4.684 2.450 0.985  0.0029
105 H -2.353 -3.464 -4.068  -0.0747
106 H -5.490 0.083 1.506  0.0430
107 H 0.019 -0.469 2.816  0.0845
108 H -1.687 1.003 -2.934  0.0173
109 H -3.261 0.888 4.649  -0.0269
110 H 0.675 -0.297 0.472  0.0608
111 H 1.122 -0.945 6.347  0.1377
112 H -2.186 -0.349 -1.551  0.0112
113 H 4.631 1.366 -0.991  0.1111
114 H -4.813 2.826 -2.995  0.0035
115 H 0.883 4.630 -0.374  0.1080
116 H -3.279 3.081 -2.715  0.0305
117 H -2.825 -4.705 2.633  0.0869
118 H 1.285 4.830 2.851  0.0726
119 H 4.987 -1.776 -2.064  0.0495
120 H 2.249 1.346 2.487  0.0844

Net charge ... 0
2S+1 ... 1
Total energy ... -83189.141 eV

Question: Which value of 2S+1 does entry 1 give?
Answer: 1

Question: Which value of total energy does entry 1 give?
Answer: -83194.933 eV

Question: What is the 2S+1 in the second record?
Answer: 1